Entry 1:
{
  "formula": "C9H8N4O",
  "method": "ωB97M-V/def2-TZVPD",
  "spin_multiplicity": 1,
  "homo_lumo_gap_ev": 8.21,
  "charge": 0,
  "energy_ha": -641.86358,
  "smiles": "C=Cc1ccc(-n2cnnc2)n1C=O",
  "symbols": ["O", "N", "N", "N", "N", "C", "C", "C", "C", "C", "C", "C", "C", "C", "H", "H", "H", "H", "H", "H", "H", "H"],
  "xyz": [[-2.29758, -0.38173, 2.07656], [0.12521, -4.31047, 0.91542], [-1.15523, -4.13888, 1.10342], [-0.94027, 0.14666, 0.24948], [-0.42850, -2.27461, 0.42314], [-0.01178, 0.54188, -1.81402], [0.11371, -0.82088, -1.50997], [-1.99519, 0.29371, 1.15171], [-0.66565, 1.12753, -0.68537], [0.60636, -3.16153, 0.45594], [1.09294, 1.54726, 0.87780], [-0.33533, -0.99025, -0.20756], [0.26627, 2.11900, 0.01676], [-1.52540, -2.98618, 0.82681], [1.68424, -3.01066, 0.09122], [0.95957, 0.58230, 1.36890], [-2.45629, -2.55073, 0.74889], [0.77424, -1.64211, -1.85409], [0.53140, 3.05135, -0.35173], [0.26029, 1.04782, -2.62809], [-2.59547, 1.18418, 0.90706], [1.90443, 2.11759, 1.21646]],
  "forces_ev_per_a": [[0.350, -1.246, 0.483], [3.037, 0.624, -0.857], [-2.304, -4.000, 1.685], [-0.153, -1.939, -0.751], [0.974, 1.860, -1.014], [-2.878, -1.785, 4.205], [1.475, -0.932, 1.281], [-0.627, 1.717, 0.078], [1.875, 1.452, -1.050], [1.107, -0.982, -0.003], [-0.472, 0.001, 1.178], [-0.982, -1.757, -0.291], [-0.765, -1.906, -0.487], [1.192, 2.808, -1.140], [-2.071, 0.048, 0.837], [0.121, 0.295, -0.437], [-1.897, 0.440, 0.332], [-0.884, 0.850, -0.746], [0.016, 1.663, -0.888], [1.490, 1.919, -2.861], [0.315, 0.142, -0.139], [1.080, 0.728, 0.585]]
}

Entry 2:
{
  "formula": "C4H8N2",
  "method": "ωB97M-V/def2-TZVPD",
  "spin_multiplicity": 1,
  "homo_lumo_gap_ev": 7.57,
  "charge": 0,
  "energy_ha": -266.57943,
  "symbols": ["N", "N", "C", "C", "C", "C", "H", "H", "H", "H", "H", "H", "H", "H"],
  "xyz": [[-0.43032, 0.20081, -0.37357], [2.57751, -0.61155, 1.09719], [0.89442, -0.19499, -0.87518], [1.83804, -0.40639, 0.23531], [-0.44204, 1.69582, 0.17676], [-1.09981, -0.86670, 0.40520], [-1.08408, -1.82714, -0.12537], [-1.17445, 1.62710, 0.99438], [-0.98133, 0.57324, -1.14078], [-2.13386, -0.56324, 0.57224], [0.83940, -1.11624, -1.46874], [-0.59567, -0.96763, 1.37107], [1.24761, 0.62731, -1.50297], [0.54459, 1.82961, 0.63445]],
  "forces_ev_per_a": [[-0.048, 0.286, -0.091], [-0.599, 0.141, -0.727], [0.044, 0.122, -0.036], [0.411, -0.112, 0.571], [0.181, -0.096, 0.485], [-0.079, 0.108, 0.097], [0.033, 0.237, 0.010], [0.129, 0.129, -0.063], [-0.141, -0.945, -0.431], [0.144, -0.008, 0.007], [-0.052, 0.195, 0.119], [-0.029, 0.083, -0.196], [0.039, -0.065, 0.080], [-0.032, -0.073, 0.173]]
}

Entry 3:
{
  "formula": "C46H52FIN3O4",
  "method": "ωB97M-V/def2-TZVPD",
  "spin_multiplicity": 1,
  "homo_lumo_gap_ev": 8.54,
  "charge": 1,
  "energy_ha": -2646.71472,
  "symbols": ["I", "F", "O", "O", "O", "O", "N", "N", "N", "C", "C", "C", "C", "C", "C", "C", "C", "C", "C", "C", "C", "C", "C", "C", "C", "C", "C", "C", "C", "C", "C", "C", "C", "C", "C", "C", "C", "C", "C", "C", "C", "C", "C", "C", "C", "C", "C", "C", "C", "C", "C", "C", "C", "C", "C", "H", "H", "H", "H", "H", "H", "H", "H", "H", "H", "H", "H", "H", "H", "H", "H", "H", "H", "H", "H", "H", "H", "H", "H", "H", "H", "H", "H", "H", "H", "H", "H", "H", "H", "H", "H", "H", "H", "H", "H", "H", "H", "H", "H", "H", "H", "H", "H", "H", "H", "H", "H"],
  "xyz": [[0.16614, 1.81502, -1.68310], [0.11743, -0.68509, 0.14704], [-2.25996, -8.78448, -4.19239], [-6.42821, 7.65066, -0.06990], [-3.01083, 5.18356, 3.25792], [-1.48776, -7.20193, 0.87983], [4.08164, 0.70179, -2.71133], [4.85228, 1.17067, -0.59450], [2.76187, 0.08729, -0.91383], [-4.94413, 6.86910, 4.40021], [-1.22538, -9.93732, 0.32273], [3.07178, 1.02741, 2.81712], [-2.07101, -8.43197, -3.04963], [-5.91571, 7.71870, 4.90131], [3.85216, 0.65868, -1.41970], [-1.65674, -10.75865, -2.29998], [-4.56145, 6.22778, 0.16470], [3.75135, 0.04037, 3.76170], [2.87034, 2.30141, -5.10661], [3.51485, 0.91841, -5.07947], [-6.78489, 8.37285, 4.03564], [-0.63553, 1.88242, 1.76299], [-3.67245, 5.59848, 1.03343], [-1.12702, -11.27721, -0.01170], [-1.64962, -7.56590, -0.26521], [1.40808, 1.84922, 0.09643], [-4.44539, 6.03495, -1.20800], [-5.71578, 7.32089, 2.15945], [-1.95846, -6.58239, -1.34672], [4.36382, -0.51682, 6.16219], [-4.83735, 6.66946, 3.02858], [-2.05063, -5.23479, -1.01930], [0.61735, 2.54894, 1.20754], [-6.68768, 8.17358, 2.66873], [-3.44389, 5.22234, -1.71210], [-1.75228, -9.41151, -1.97143], [-5.64466, 7.11804, 0.68324], [-1.34558, -11.68803, -1.32194], [4.37590, 1.64784, 0.72221], [-1.53999, -8.99969, -0.65421], [3.59572, 0.41252, 5.22900], [-2.40867, -6.04561, -3.65412], [-2.55245, 4.60033, -0.84477], [2.96576, 2.94056, -6.48918], [3.26102, 0.14527, -3.79385], [3.37179, 0.69022, 1.34727], [1.38126, -2.95710, -0.24461], [1.96744, -2.04008, 0.82544], [-2.31170, -4.29981, -2.00454], [-3.77326, 5.76512, 2.51408], [2.16661, 0.50566, 0.37702], [-2.48777, -4.70329, -3.32445], [-2.14425, -6.98875, -2.66704], [1.30013, -0.65796, 0.88728], [-2.66814, 4.78772, 0.52089], [4.82032, -0.00899, 3.51769], [0.36001, -3.24961, -0.01103], [3.93353, 2.74491, -6.95667], [-1.06576, -9.59601, 1.33649], [1.85554, -2.51229, 1.80228], [-1.27286, -12.73661, -1.57894], [2.00165, 1.04150, 3.02194], [-0.41383, 1.02343, 2.39644], [-2.69207, -3.97015, -4.09399], [1.39552, -2.49711, -1.23497], [3.13440, 0.31589, -5.90728], [3.92976, 1.44538, 5.36504], [2.19430, 2.55036, -7.15459], [0.33586, 3.51940, 0.78994], [3.33712, -0.96077, 3.58813], [2.84184, 4.02157, -6.44118], [4.59619, 1.00202, -5.24376], [-7.35639, 8.66822, 1.97751], [-5.15153, 6.53190, -1.85939], [1.82427, 2.19933, -4.80856], [1.31297, 2.78253, 2.01465], [4.97077, 1.12202, -2.95859], [-1.75953, 3.96092, -1.20760], [5.33008, -0.79775, 5.73470], [-0.88147, -12.00614, 0.74940], [-1.82987, -11.05510, -3.32556], [-5.99775, 7.87387, 5.96902], [-1.29977, 1.55157, 0.96263], [2.06231, -0.18918, -1.59471], [4.55820, -0.03662, 7.12087], [3.81951, -1.44012, 6.36543], [-4.25653, 6.35116, 5.05486], [3.33600, 2.95418, -4.36102], [3.48961, -0.91630, -3.91240], [1.99121, -3.85804, -0.30846], [3.42993, 2.03742, 3.04582], [-7.54058, 9.03927, 4.43015], [-1.18066, 2.59766, 2.37865], [-2.55015, -6.38818, -4.67030], [3.03843, -1.92665, 0.64763], [2.21308, 0.24237, -3.50113], [-2.38257, -3.25090, -1.74418], [5.52663, 0.42333, -0.44101], [5.25921, 1.73870, 1.35252], [-1.99161, 4.31045, 1.21708], [1.00659, -0.41720, 1.90618], [3.97242, 2.65374, 0.60276], [2.53283, 0.40035, 5.48984], [-1.91775, -4.94034, 0.01335], [2.16499, 2.55616, -0.23201], [3.87829, -0.28147, 1.34929], [-3.35753, 5.07466, -2.78083]],
  "forces_ev_per_a": [[0.047, -0.104, -0.122], [0.027, -0.010, 0.043], [0.012, -0.009, -0.016], [-0.006, 0.018, -0.002], [0.020, -0.013, 0.023], [0.032, 0.003, 0.016], [0.311, -0.057, -0.002], [-0.301, -0.054, 0.299], [-0.184, 0.359, -0.350], [-0.014, 0.014, 0.008], [-0.011, -0.023, 0.001], [-0.023, 0.113, -0.013], [0.001, 0.042, 0.076], [0.020, -0.020, 0.010], [0.002, -0.342, 0.066], [0.003, -0.016, 0.015], [-0.035, 0.035, -0.006], [-0.019, -0.017, 0.001], [0.081, -0.007, 0.015], [-0.027, -0.060, -0.023], [-0.012, 0.011, -0.023], [0.039, -0.058, -0.017], [0.021, -0.017, 0.041], [0.005, 0.016, 0.022], [-0.015, -0.008, -0.088], [-0.068, -0.148, 0.280], [0.007, -0.008, 0.003], [-0.026, 0.007, -0.030], [0.020, -0.004, 0.045], [0.100, -0.046, 0.083], [0.037, -0.010, 0.020], [0.013, 0.054, 0.013], [0.020, 0.043, -0.033], [-0.009, -0.004, 0.023], [-0.015, 0.016, -0.014], [0.009, 0.000, -0.042], [0.064, -0.051, 0.030], [-0.007, 0.002, -0.028], [0.172, -0.016, -0.033], [-0.009, 0.017, 0.035], [-0.089, 0.028, -0.015], [-0.001, 0.025, -0.001], [0.037, -0.006, 0.185], [-0.028, 0.059, -0.059], [0.030, 0.005, 0.115], [-0.065, -0.013, -0.169], [0.207, -0.069, -0.059], [-0.076, 0.026, 0.061], [0.003, 0.062, -0.007], [-0.052, 0.033, -0.082], [0.080, 0.083, 0.137], [0.009, -0.049, -0.007], [-0.002, -0.040, -0.025], [-0.048, 0.126, -0.043], [-0.017, -0.003, -0.010], [-0.041, -0.045, -0.002], [0.001, 0.040, -0.075], [0.002, 0.019, 0.062], [-0.003, -0.003, -0.003], [0.069, -0.047, -0.035], [0.002, 0.003, 0.003], [-0.029, -0.020, 0.008], [-0.003, -0.017, -0.031], [-0.014, -0.001, 0.008], [-0.094, 0.011, 0.032], [-0.035, 0.024, 0.007], [0.050, -0.025, 0.005], [0.056, -0.041, -0.007], [0.007, -0.009, 0.012], [0.094, -0.001, -0.009], [-0.054, -0.012, 0.013], [-0.041, -0.044, -0.033], [0.001, -0.004, 0.004], [0.006, 0.000, -0.001], [-0.043, 0.077, -0.002], [0.036, -0.014, 0.075], [-0.127, -0.019, -0.025], [-0.078, 0.065, -0.167], [-0.013, 0.073, 0.029], [-0.006, 0.000, -0.003], [0.005, 0.001, 0.004], [0.000, 0.003, -0.004], [0.018, 0.005, 0.043], [-0.028, 0.002, 0.025], [-0.038, -0.036, 0.009], [-0.021, 0.011, -0.083], [-0.001, 0.006, -0.002], [0.029, -0.075, 0.003], [0.051, 0.019, 0.028], [-0.074, -0.053, 0.044], [-0.048, 0.004, -0.047], [0.001, -0.006, 0.001], [0.007, -0.015, 0.019], [-0.004, 0.001, 0.005], [-0.046, -0.019, 0.043], [-0.010, 0.009, -0.094], [-0.015, -0.002, -0.013], [0.221, 0.228, -0.246], [-0.036, 0.002, 0.054], [-0.017, 0.024, -0.025], [-0.005, -0.025, 0.026], [0.035, -0.009, 0.022], [0.021, 0.063, 0.013], [0.000, -0.033, 0.005], [0.052, -0.013, -0.043], [-0.112, -0.017, 0.003], [0.004, 0.000, 0.003]]
}

Entry 4:
{
  "formula": "C8H14",
  "method": "ωB97M-V/def2-TZVPD",
  "spin_multiplicity": 2,
  "homo_lumo_gap_ev": [3.25, 6.51],
  "charge": -1,
  "energy_ha": -313.09931,
  "symbols": ["C", "C", "C", "C", "C", "C", "C", "C", "H", "H", "H", "H", "H", "H", "H", "H", "H", "H", "H", "H", "H", "H"],
  "xyz": [[1.56572, 1.44191, -1.01413], [0.89604, 0.26308, -0.21347], [2.81867, 1.01707, -1.68314], [-1.49406, -0.42140, 2.33412], [-1.93181, -1.30916, 0.06473], [-2.49492, -2.54037, 0.27566], [-0.44453, 0.66727, 0.36222], [-1.26669, -0.41296, 0.98473], [-1.19574, 1.28629, -0.27036], [-0.16796, 1.27129, 1.28076], [1.74207, 2.28404, -0.26325], [-2.57467, -3.08390, 1.21149], [-0.94509, 0.24929, 3.00460], [3.72348, 1.15994, -0.99057], [-2.05850, -0.95996, 2.99374], [3.06791, 1.77282, -2.40917], [2.76992, 0.01325, -2.05019], [-2.15022, -0.88389, -0.99534], [0.67795, -0.70466, -0.85508], [0.94076, 2.01915, -1.81815], [-3.05903, -3.02839, -0.55029], [1.58069, -0.10072, 0.60108]],
  "forces_ev_per_a": [[-1.688, 1.178, 0.812], [-0.603, -1.063, -2.130], [2.520, 1.461, 1.433], [2.179, 2.030, 0.773], [0.111, 1.443, -1.071], [-1.152, -1.045, -0.632], [-0.793, 1.637, 2.108], [-1.446, -1.639, -1.458], [1.758, -0.738, 0.337], [-0.456, 0.190, -1.126], [0.023, -1.026, -0.780], [0.374, 0.273, 0.160], [0.380, 0.349, -0.561], [-1.150, -0.864, -0.579], [-1.974, -2.197, 0.549], [0.089, -0.163, -1.030], [0.130, -0.444, -0.476], [0.837, -0.628, 1.566], [0.730, 1.917, 0.724], [0.275, -1.636, 1.474], [0.423, 0.435, 0.547], [-0.569, 0.529, -0.640]]
}

Repeat the second record exactly.
{
  "formula": "C4H8N2",
  "method": "ωB97M-V/def2-TZVPD",
  "spin_multiplicity": 1,
  "homo_lumo_gap_ev": 7.57,
  "charge": 0,
  "energy_ha": -266.57943,
  "symbols": ["N", "N", "C", "C", "C", "C", "H", "H", "H", "H", "H", "H", "H", "H"],
  "xyz": [[-0.43032, 0.20081, -0.37357], [2.57751, -0.61155, 1.09719], [0.89442, -0.19499, -0.87518], [1.83804, -0.40639, 0.23531], [-0.44204, 1.69582, 0.17676], [-1.09981, -0.86670, 0.40520], [-1.08408, -1.82714, -0.12537], [-1.17445, 1.62710, 0.99438], [-0.98133, 0.57324, -1.14078], [-2.13386, -0.56324, 0.57224], [0.83940, -1.11624, -1.46874], [-0.59567, -0.96763, 1.37107], [1.24761, 0.62731, -1.50297], [0.54459, 1.82961, 0.63445]],
  "forces_ev_per_a": [[-0.048, 0.286, -0.091], [-0.599, 0.141, -0.727], [0.044, 0.122, -0.036], [0.411, -0.112, 0.571], [0.181, -0.096, 0.485], [-0.079, 0.108, 0.097], [0.033, 0.237, 0.010], [0.129, 0.129, -0.063], [-0.141, -0.945, -0.431], [0.144, -0.008, 0.007], [-0.052, 0.195, 0.119], [-0.029, 0.083, -0.196], [0.039, -0.065, 0.080], [-0.032, -0.073, 0.173]]
}

Question: Which value of charge does entry 3 give?
Answer: +1